Entry 1:
{"formula": "C14H24N3O9", "method": "ωB97M-V/def2-TZVPD", "total_charge": 1, "symbols": ["C", "C", "C", "N", "C", "N", "N", "C", "H", "H", "H", "H", "H", "H", "H", "H", "H", "H", "H", "H", "C", "C", "O", "C", "O", "O", "H", "H", "H", "H", "C", "C", "O", "C", "O", "O", "H", "H", "H", "H", "C", "C", "O", "C", "O", "O", "H", "H", "H", "H"], "coordinates": [[-0.57945, -2.07326, 1.36647], [-0.75994, -1.93821, -0.20925], [-1.03537, -0.44312, -0.58805], [-2.35066, -0.15065, -1.22542], [-3.27059, -1.15782, -0.75557], [-4.17260, -0.83314, 0.12752], [-3.06882, -2.45665, -1.29175], [-1.82037, -2.99611, -0.66104], [-1.56089, -2.29386, 1.85723], [-0.10149, -1.17132, 1.80747], [0.08794, -2.93715, 1.59249], [0.24138, -2.20984, -0.62388], [-0.97830, 0.15893, 0.35886], [-0.24984, -0.00057, -1.25126], [-2.31348, -0.32120, -2.23519], [-4.97062, -1.41323, 0.36872], [-4.00263, 0.04559, 0.64301], [-3.89719, -2.99868, -1.04055], [-2.13856, -3.55906, 0.25903], [-1.39035, -3.77195, -1.33854], [-0.54905, 1.27470, 3.83447], [-0.47683, 2.68884, 3.33631], [-1.57616, 2.75668, 2.42384], [-2.46163, 1.80179, 2.78662], [-3.56619, 1.70275, 2.33809], [-1.94225, 0.97577, 3.72515], [-0.20833, 1.17391, 4.86332], [0.01243, 0.57963, 3.20598], [-0.63147, 3.42136, 4.13119], [0.46338, 2.90810, 2.83256], [2.04350, 5.77180, -0.45648], [2.28374, 4.29175, -0.56260], [2.78836, 3.96144, 0.72955], [2.34633, 4.91203, 1.59330], [2.44975, 4.84496, 2.77615], [1.77139, 5.94671, 0.93243], [1.20204, 6.10503, -1.06216], [2.92570, 6.35989, -0.72056], [1.36216, 3.72924, -0.73709], [3.00515, 4.03816, -1.33806], [2.04488, -4.06159, -3.78760], [3.51435, -4.13945, -3.48243], [3.72735, -2.98639, -2.66808], [2.54287, -2.66159, -2.10385], [2.40917, -1.85051, -1.24032], [1.52432, -3.37835, -2.64558], [1.58606, -5.04307, -3.89670], [1.83256, -3.46926, -4.68094], [3.77715, -5.03107, -2.90810], [4.13115, -4.10196, -4.37870]], "forces_ev_per_a": [[-0.060, -0.360, -0.406], [0.781, -0.147, 0.750], [0.928, 0.836, 0.501], [-0.977, -1.735, 0.947], [1.104, -0.527, -1.487], [0.497, 0.489, -0.136], [-1.551, 2.620, 1.347], [0.736, -1.389, 0.335], [0.747, 0.486, -0.220], [-0.395, -0.606, -0.327], [-0.495, 0.576, -0.175], [-1.016, 0.231, 0.051], [-0.197, -0.437, -0.866], [-0.623, -0.630, 0.497], [0.271, 0.017, 0.345], [0.477, -0.084, 0.277], [-0.658, -0.021, -0.461], [0.489, -0.434, -0.198], [0.223, 0.500, -0.816], [-0.278, 0.867, 0.312], [0.459, -0.245, 0.336], [0.613, 0.485, 0.156], [-0.385, -0.468, 0.050], [0.017, 0.208, 0.074], [0.079, -0.367, -0.294], [-0.241, 0.184, -0.371], [-0.213, -0.081, -0.022], [-0.039, 0.024, 0.001], [-0.029, -0.032, -0.067], [-0.157, 0.087, -0.092], [-0.076, 0.445, -0.446], [0.036, -0.345, -0.488], [-0.145, 0.192, 0.111], [0.076, 0.171, 0.365], [-0.121, -0.139, -0.116], [0.119, -0.344, 0.072], [-0.033, 0.065, 0.212], [-0.017, -0.051, 0.043], [0.012, 0.046, 0.041], [0.071, -0.081, 0.194], [-0.290, -0.323, -0.519], [0.443, -0.417, -0.266], [-0.484, 0.109, 0.143], [0.357, 0.169, 0.128], [-0.175, -0.067, -0.079], [0.164, 0.157, 0.176], [-0.100, 0.111, 0.165], [0.024, 0.016, 0.072], [-0.031, 0.068, 0.011], [0.060, 0.171, 0.143]], "nbo_charge": [-0.60, -0.31, -0.23, -0.63, 0.75, -0.70, -0.59, -0.22, 0.20, 0.21, 0.23, 0.28, 0.20, 0.24, 0.40, 0.44, 0.48, 0.38, 0.20, 0.23, -0.10, -0.11, -0.48, 0.98, -0.62, -0.48, 0.22, 0.18, 0.20, 0.22, -0.10, -0.10, -0.49, 0.96, -0.58, -0.48, 0.21, 0.19, 0.18, 0.21, -0.10, -0.10, -0.47, 0.97, -0.59, -0.50, 0.21, 0.19, 0.19, 0.22]}

=====

Entry 2:
{"formula": "C14H24NO2PZr", "method": "ωB97M-V/def2-TZVPD", "total_charge": 2, "symbols": ["C", "C", "C", "C", "C", "C", "C", "C", "N", "Zr", "C", "P", "H", "H", "H", "H", "H", "H", "H", "H", "C", "C", "H", "C", "C", "H", "H", "H", "H", "H", "H", "H", "H", "H", "H", "H", "H", "H", "H", "O", "C", "O", "H"], "coordinates": [[-2.71075, 0.34273, -2.73716], [-2.55021, -0.90150, -2.13311], [-1.77945, -1.03954, -0.95982], [-1.20209, 0.09195, -0.38804], [-1.37084, 1.33890, -0.98102], [-2.12719, 1.46440, -2.15823], [-1.66706, -2.40028, -0.30022], [-0.26787, -3.01834, -0.08503], [0.84281, -2.04820, 0.07397], [0.07439, -0.19335, 1.52935], [-0.77217, 2.59208, -0.34662], [0.88459, 2.38457, 0.36680], [-3.01844, -1.79558, -2.55025], [-2.24477, 2.46115, -2.58156], [-3.28519, 0.43846, -3.65631], [-1.37327, 2.96240, 0.50399], [-0.65787, 3.40349, -1.09666], [-2.19550, -2.41734, 0.67806], [-2.20504, -3.11627, -0.93460], [-0.29288, -3.65560, 0.81008], [1.34241, 3.91828, 1.17138], [2.04044, 2.11104, -0.96807], [0.01718, -3.64559, -0.94163], [1.37736, -1.58749, -1.23957], [1.93471, -2.65006, 0.86920], [-0.66774, 1.22358, 2.25228], [1.73526, -2.47795, -1.77431], [0.58779, -1.08736, -1.81314], [2.21559, -0.89387, -1.08113], [2.36298, -3.49785, 0.31624], [2.73303, -1.91745, 1.04715], [1.54100, -2.99245, 1.83556], [2.26135, 3.06674, -1.47503], [2.98009, 1.68069, -0.59792], [1.63110, 1.42723, -1.72459], [1.49056, 4.72402, 0.44195], [0.55302, 4.20185, 1.88018], [2.28110, 3.76802, 1.72172], [0.90559, 1.53830, 1.63004], [-1.26342, -1.13095, 2.99881], [-0.35122, -0.94919, 3.89338], [0.73596, -0.39250, 3.57961], [-0.52532, -1.33119, 4.92428]], "forces_ev_per_a": [[0.049, -0.081, 0.113], [0.354, -0.250, 0.456], [-0.594, -0.244, -0.552], [1.213, 0.829, 1.632], [-0.482, 0.270, -0.805], [0.499, 0.470, 0.518], [-0.392, -0.447, 0.137], [0.216, -0.107, -0.451], [0.005, 1.350, 0.643], [-1.701, -4.599, -0.440], [-0.438, -0.407, 0.348], [-0.247, 1.642, -0.595], [0.096, 0.335, -0.007], [-0.111, -0.293, -0.172], [0.080, -0.017, 0.233], [-0.048, -0.029, -0.429], [0.124, -0.212, 0.482], [0.187, 0.245, -0.537], [-0.005, 0.111, 0.300], [0.017, 0.148, -0.315], [0.122, 0.002, 0.660], [0.680, -0.942, -0.326], [-0.214, -0.071, 0.182], [-0.229, -0.372, 0.131], [0.014, -0.083, -0.066], [-0.489, 1.173, 0.046], [0.063, 0.301, -0.121], [0.282, -0.255, 0.133], [-0.154, -0.241, -0.017], [0.024, 0.059, 0.317], [-0.056, -0.112, -0.077], [0.170, -0.052, -0.207], [-0.193, -0.179, 0.457], [-0.071, 0.233, -0.127], [-0.062, 0.133, 0.298], [-0.133, -0.298, -0.010], [0.210, -0.034, -0.122], [-0.189, 0.115, -0.093], [0.414, 1.540, -1.318], [1.502, 0.662, -0.319], [-1.136, -0.947, 0.553], [0.526, 0.332, 0.029], [0.095, 0.325, -0.560]], "nbo_charge": [-0.16, -0.18, 0.00, -0.59, -0.05, -0.19, -0.47, -0.23, -0.55, 2.21, -0.73, 1.38, 0.24, 0.23, 0.25, 0.29, 0.30, 0.24, 0.26, 0.23, -0.97, -1.00, 0.22, -0.43, -0.44, -0.39, 0.23, 0.24, 0.20, 0.24, 0.21, 0.23, 0.31, 0.28, 0.29, 0.30, 0.29, 0.29, -0.07, -0.69, 0.67, -0.73, 0.21]}

=====

Entry 3:
{"formula": "C14H25BF2N2O11S2", "method": "ωB97M-V/def2-TZVPD", "symbols": ["C", "N", "C", "B", "O", "N", "S", "O", "O", "F", "S", "O", "O", "F", "H", "H", "H", "H", "H", "H", "H", "O", "C", "O", "C", "C", "C", "H", "H", "H", "H", "H", "H", "O", "C", "O", "C", "C", "C", "H", "H", "H", "H", "H", "H", "O", "C", "O", "C", "C", "C", "H", "H", "H", "H", "H", "H"], "coordinates": [[0.85309, 1.45900, 1.30348], [0.74758, 2.12757, -0.00046], [-0.59065, 2.70278, -0.21819], [1.35031, 1.54776, -1.12670], [1.50203, 2.21971, -2.30395], [1.84817, 0.04810, -1.18658], [3.36440, -0.35299, -0.63244], [3.95723, -1.27237, -1.52842], [3.42692, -0.52549, 0.76711], [3.95838, 1.06442, -0.94285], [0.64826, -1.05681, -0.97015], [-0.54773, -0.39173, -1.34036], [0.77698, -1.81253, 0.21659], [1.01339, -2.02963, -2.12477], [1.88082, 1.48455, 1.65981], [0.49618, 0.42692, 1.30608], [0.25068, 2.01791, 2.01901], [-1.37859, 2.01513, 0.09221], [-0.67667, 3.61129, 0.37780], [-0.71093, 2.98550, -1.26247], [2.36102, 2.15195, -2.72533], [-6.29961, -1.68850, -3.80152], [-5.18528, -1.85396, -3.40285], [-4.35956, -0.82125, -3.10758], [-3.05391, -1.30285, -2.74191], [-3.27571, -2.74444, -2.29199], [-4.45787, -3.16474, -3.15981], [-2.40535, -1.24174, -3.61903], [-2.65358, -0.67144, -1.95920], [-2.39023, -3.36617, -2.40953], [-3.56438, -2.76073, -1.24000], [-4.14343, -3.55801, -4.12851], [-5.12601, -3.88091, -2.68966], [7.16932, -6.15548, 2.32415], [6.38149, -5.44834, 1.77054], [5.04149, -5.61950, 1.89623], [4.33551, -4.69682, 1.04992], [5.31179, -3.55370, 0.79859], [6.65326, -4.27926, 0.84067], [4.06390, -5.21685, 0.12812], [3.42673, -4.39150, 1.56289], [5.11328, -3.02562, -0.13019], [5.25321, -2.83443, 1.61665], [6.93752, -4.68425, -0.13263], [7.47383, -3.68022, 1.22575], [-1.19459, 4.55509, 2.68786], [-2.36610, 4.75835, 2.55451], [-3.20923, 3.84574, 2.01665], [-4.52616, 4.41262, 1.87151], [-4.58301, 5.55994, 2.87411], [-3.12950, 6.02380, 2.89424], [-4.63772, 4.75433, 0.84061], [-5.25236, 3.62729, 2.06427], [-5.29795, 6.32969, 2.59281], [-4.86342, 5.17808, 3.85643], [-2.91919, 6.76029, 2.11639], [-2.79810, 6.41446, 3.85207]], "forces_ev_per_a": [[-0.048, 0.355, 0.164], [-0.536, -1.560, -0.141], [0.428, 1.079, 0.081], [0.157, 0.417, -0.487], [-0.154, 0.292, 0.251], [0.242, 0.211, 1.104], [-0.106, -0.022, -0.309], [0.039, 0.006, 0.033], [0.022, 0.083, 0.023], [0.068, -0.061, 0.007], [0.069, 0.077, -0.253], [0.208, -0.066, 0.111], [0.059, -0.041, -0.050], [-0.075, -0.012, -0.070], [0.021, -0.107, -0.035], [-0.030, 0.006, -0.018], [0.019, 0.033, 0.000], [0.084, -0.148, -0.111], [-0.135, -0.043, 0.067], [-0.054, -0.150, -0.033], [-0.096, -0.307, -0.265], [0.012, -0.001, 0.044], [-0.012, -0.035, -0.099], [0.011, 0.031, 0.004], [-0.075, -0.139, 0.033], [-0.040, -0.029, -0.019], [0.068, 0.081, 0.171], [0.006, 0.016, 0.002], [-0.145, 0.099, -0.078], [0.006, 0.019, -0.041], [0.022, 0.001, 0.006], [-0.021, -0.020, -0.006], [-0.035, -0.029, -0.091], [-0.009, 0.034, 0.018], [0.034, -0.058, -0.064], [-0.007, -0.007, 0.015], [-0.044, 0.051, -0.047], [0.077, 0.005, 0.043], [-0.152, 0.090, 0.106], [0.011, 0.007, -0.010], [0.012, -0.029, 0.035], [0.003, -0.051, -0.026], [-0.023, 0.012, -0.013], [0.031, 0.002, 0.001], [0.067, -0.059, -0.047], [-0.010, -0.166, 0.020], [0.115, 0.224, -0.079], [0.017, 0.031, 0.028], [-0.094, -0.034, 0.006], [0.056, 0.005, 0.025], [-0.222, -0.160, 0.086], [0.004, 0.022, 0.005], [0.038, -0.035, -0.012], [0.019, 0.002, -0.045], [-0.020, -0.002, -0.007], [0.037, 0.020, 0.019], [0.080, 0.059, -0.050]], "nbo_charge": [-0.43, -0.70, -0.40, 1.20, -0.89, -1.19, 2.54, -0.88, -0.86, -0.47, 2.56, -0.90, -0.87, -0.46, 0.21, 0.19, 0.23, 0.20, 0.21, 0.21, 0.51, -0.56, 0.79, -0.49, -0.07, -0.43, -0.53, 0.17, 0.21, 0.22, 0.21, 0.24, 0.24, -0.56, 0.79, -0.49, -0.07, -0.44, -0.53, 0.17, 0.20, 0.23, 0.21, 0.23, 0.24, -0.57, 0.79, -0.49, -0.07, -0.43, -0.53, 0.18, 0.20, 0.23, 0.21, 0.24, 0.25]}

=====

| no. | E_HOMO (eV) | molecular weight (g/mol) | total energy (eV) |
| --- | --- | --- | --- |
| 1 | -13.02 | 378.36 | -37798.548 |
| 2 | -15.22 | 360.55 | -31044.431 |
| 3 | -9.86 | 510.30 | -68210.368 |